Record 1
Molecular formula: C12H19ClO
Method: DFT, wB97M-V/def2-TZVPD

```
33
Properties=species:S:1:pos:R:3
C -3.772 0.659 0.058
C -2.386 0.085 0.282
C -1.265 1.056 -0.231
C 0.257 0.206 0.055
C 0.373 -0.768 -0.807
C 0.448 -1.955 -1.312
Cl -0.384 -3.275 -0.532
C 1.086 -2.460 -2.567
C 1.793 -1.360 -3.399
O 0.772 -3.551 -2.997
C 1.096 0.652 1.251
C 0.559 -0.338 2.344
C 0.893 2.094 1.683
C 2.584 0.473 0.974
H -3.997 1.609 0.631
H -4.695 -0.026 0.406
H -3.854 0.698 -1.062
H -2.293 -0.802 -0.288
H -2.287 -0.104 1.365
H -1.386 1.167 -1.257
H -1.443 1.996 0.354
H 1.732 -0.417 -2.844
H 2.688 -1.616 -3.843
H 1.097 -1.115 -4.268
H 0.876 0.177 3.252
H 0.865 -1.428 2.128
H -0.535 -0.172 2.460
H 1.593 2.132 2.608
H -0.123 2.205 2.080
H 0.867 2.816 0.811
H 2.763 -0.404 0.330
H 3.112 0.347 1.941
H 2.965 1.418 0.394
```

Output
Lowest unoccupied orbital energy = 0.208 eV
SMILES = CCCC(=C=C(Cl)C(C)=O)C(C)(C)C
Relative energy (zero: lowest compared OMol25 entry of this formula, charge and spin) = 0.0 kJ/mol

Record 2
Molecular formula: C3H2AgO3
Method: DFT, wB97M-V/def2-TZVPD

```
9
Properties=species:S:1:pos:R:3
C 0.574 -2.006 -0.631
C 1.266 -0.972 -1.022
O 1.405 0.209 -1.003
C -0.910 1.050 0.729
O -1.386 0.009 0.929
O -0.720 2.196 0.919
H 0.789 -3.014 -0.978
Ag -0.676 4.188 1.003
H -0.341 -1.659 0.054
```

Output
Total charge = +2
Lowest unoccupied orbital energy (alpha / beta) = -10.599 / -12.704 eV
Relative energy (zero: lowest compared OMol25 entry of this formula, charge and spin) = 126.9 kJ/mol
2S+1 = 2

Record 3
Molecular formula: CLiO2V
Method: DFT, wB97M-V/def2-TZVPD

```
5
Properties=species:S:1:pos:R:3
O -2.758 0.177 0.129
C -1.609 0.192 0.029
O 1.192 -0.275 0.229
V 2.782 -0.691 0.443
Li 0.393 0.597 -0.830
```

Output
Total charge = +1
Lowest unoccupied orbital energy (alpha / beta) = -4.657 / -4.984 eV
2S+1 = 4

Record 4
Molecular formula: C5H11O2
Method: DFT, wB97M-V/def2-TZVPD

```
18
Properties=species:S:1:pos:R:3
C -1.886 -1.176 -1.792
C -0.656 -0.603 -2.486
O -0.080 -1.441 -3.295
O -0.280 0.532 -2.364
H -2.201 -2.063 -2.335
H -2.684 -0.450 -1.909
H -1.583 -1.496 -0.797
C 0.413 0.374 1.170
C 0.334 1.579 2.080
C 1.772 -0.211 0.802
H -0.123 0.620 0.241
H -0.245 -0.443 1.503
H 1.243 1.678 2.691
H 0.142 2.533 1.577
H 1.587 -1.201 0.380
H 2.436 -0.214 1.664
H -0.429 1.611 2.869
H 2.239 0.369 0.003
```

Output
Lowest unoccupied orbital energy (alpha / beta) = 0.787 / -3.044 eV
Relative energy (zero: lowest compared OMol25 entry of this formula, charge and spin) = 34.3 kJ/mol
2S+1 = 2

Record 5
Molecular formula: C3H11N3O
Method: DFT, wB97M-V/def2-TZVPD

```
18
Properties=species:S:1:pos:R:3
N 1.623 1.130 -1.094
C 1.638 1.147 0.445
O 1.289 -0.036 0.953
H 2.029 2.005 -1.418
H 2.302 0.409 -1.329
H 2.657 1.474 0.748
H 0.967 1.999 0.691
C -1.322 -1.650 1.474
N -1.644 -0.989 0.221
C -0.716 -0.498 -0.568
N -0.944 0.298 -1.582
H -1.807 -2.621 1.530
H -1.632 -1.033 2.313
H -0.244 -1.743 1.541
H -2.603 -0.744 0.026
H 0.342 -0.652 -0.326
H -1.843 0.732 -1.724
H -0.092 0.772 -1.902
```

Output
Lowest unoccupied orbital energy = 0.619 eV
Relative energy (zero: lowest compared OMol25 entry of this formula, charge and spin) = 250.1 kJ/mol

Record 6
Molecular formula: C17H35F6InN6O9S2
Method: DFT, wB97M-V/def2-TZVPD

```
76
Properties=species:S:1:pos:R:3
In 0.129 -0.217 -0.340
C -2.204 3.644 1.671
F -2.218 4.018 0.402
F -1.062 4.004 2.208
F -3.219 4.161 2.311
S -2.436 1.727 1.736
O -3.377 1.394 2.741
O -2.854 1.373 0.408
N -0.786 1.180 1.837
S -0.531 1.045 3.447
O -0.929 2.202 4.172
O -0.959 -0.208 3.976
C 1.344 1.072 3.461
F 1.720 2.347 3.404
F 1.800 0.561 4.580
F 1.838 0.415 2.415
C -2.630 -4.481 0.247
C -2.570 -3.076 0.806
O -1.669 -2.294 0.436
N -3.484 -2.803 1.722
C -3.624 -1.532 2.416
H -3.514 -4.956 0.669
H -1.785 -5.109 0.531
H -2.643 -4.497 -0.839
H -4.174 -3.507 1.916
H -2.850 -1.431 3.167
H -4.596 -1.506 2.906
H -3.717 -0.746 1.674
C 1.383 -5.000 -1.208
C 0.446 -3.926 -1.692
O 0.588 -2.721 -1.431
N -0.623 -4.375 -2.376
C -1.509 -3.498 -3.119
H 2.421 -4.713 -1.350
H 1.216 -5.928 -1.754
H 1.189 -5.249 -0.164
H -0.767 -5.368 -2.423
H -1.805 -2.623 -2.540
H -2.407 -4.055 -3.375
H -1.024 -3.139 -4.028
C 4.466 -1.837 1.651
C 3.727 -1.801 0.337
O 2.536 -1.482 0.276
N 4.461 -2.147 -0.727
C 3.959 -2.162 -2.088
H 5.535 -1.991 1.519
H 4.131 -2.621 2.331
H 4.282 -0.892 2.164
H 5.455 -2.252 -0.629
H 2.890 -2.354 -2.159
H 4.526 -2.906 -2.643
H 4.048 -1.199 -2.605
C 1.201 4.408 -0.155
C 2.041 3.256 0.293
O 1.643 2.082 0.218
N 3.230 3.545 0.807
C 4.157 2.558 1.342
H 1.523 5.335 0.318
H 0.143 4.282 0.048
H 1.272 4.520 -1.238
H 3.558 4.495 0.862
H 5.088 2.609 0.775
H 3.765 1.557 1.199
H 4.367 2.758 2.390
C -1.203 4.126 -2.835
C -1.670 2.835 -2.235
O -0.913 2.132 -1.535
N -2.943 2.520 -2.391
C -4.018 3.196 -3.134
H -0.351 3.952 -3.492
H -0.911 4.854 -2.080
H -1.962 4.654 -3.408
H -3.272 1.697 -1.905
H -3.857 3.061 -4.201
H -4.044 4.249 -2.859
H -4.970 2.778 -2.824
```

Output
Total charge = +2
Lowest unoccupied orbital energy = -10.744 eV
Relative energy (zero: lowest compared OMol25 entry of this formula, charge and spin) = 0.0 kJ/mol

Record 7
Molecular formula: C37H40O2OsP2
Method: DFT, wB97M-V/def2-TZVPD

```
82
Properties=species:S:1:pos:R:3
Os 0.011 0.164 1.588
C -1.720 -0.332 3.554
C -2.305 -0.167 2.294
C -3.157 1.044 2.031
C -2.366 2.306 1.648
C -0.833 2.197 1.665
C -0.079 1.885 2.845
C -0.773 1.957 4.204
C -1.680 0.757 4.567
C 1.932 0.188 1.272
H -1.457 -1.342 3.898
H -2.458 -1.037 1.643
H -3.727 1.275 2.942
H -3.868 0.835 1.220
H -2.591 2.536 0.598
H -2.726 3.172 2.240
H -0.320 2.770 0.897
H 0.973 2.208 2.895
H -1.395 2.864 4.205
H -0.030 2.085 5.007
H -1.328 0.344 5.528
H -2.689 1.172 4.746
H 2.629 -0.368 1.915
H 2.205 1.247 1.222
H 1.941 -0.265 0.255
P -0.391 -1.416 -1.267
P 0.958 0.883 -1.557
C -1.509 -0.049 -1.699
C -0.816 1.115 -1.909
C -0.620 -2.534 -2.804
C -1.602 -2.341 -3.795
C -1.699 -3.204 -4.900
C -0.815 -4.283 -5.036
C 0.156 -4.495 -4.043
C 0.251 -3.636 -2.940
C -1.192 -2.463 -0.024
C -0.486 -3.070 1.028
C -1.133 -3.971 1.874
C -2.520 -4.118 1.835
C -3.251 -3.436 0.835
C -2.561 -2.730 -0.161
C 1.790 0.970 -3.217
C 1.664 -0.096 -4.135
C 2.269 -0.040 -5.396
C 3.053 1.076 -5.754
C 3.207 2.135 -4.846
C 2.570 2.074 -3.604
C 1.639 2.431 -0.916
C 3.009 2.469 -0.569
C 3.500 3.548 0.152
C 2.663 4.641 0.396
C 1.394 4.699 -0.176
C 0.880 3.602 -0.869
H -2.589 -0.190 -1.802
H -1.164 2.037 -2.381
H -2.305 -1.508 -3.724
H -2.464 -3.034 -5.664
H -0.881 -4.950 -5.907
H 0.844 -5.339 -4.146
H 1.018 -3.816 -2.180
H 0.540 -2.776 1.243
H -0.550 -4.559 2.576
H -3.016 -4.765 2.579
H -4.352 -3.456 0.806
H -3.053 -2.427 -1.090
H 1.078 -0.976 -3.870
H 2.122 -0.853 -6.121
H 3.530 1.132 -6.742
H 3.804 3.021 -5.106
H 2.702 2.929 -2.943
H 3.665 1.642 -0.847
H 4.531 3.547 0.509
H 3.012 5.457 1.025
H 0.775 5.589 -0.076
H -0.099 3.645 -1.350
C 1.357 -0.547 5.516
O 1.032 -0.032 4.218
C 0.679 -0.922 3.209
O 0.864 -2.130 3.344
H 0.925 -1.544 5.646
H 0.949 0.146 6.265
H 2.446 -0.570 5.628
```

Output
Total charge = +2
Lowest unoccupied orbital energy (alpha / beta) = -6.631 / -8.231 eV
Relative energy (zero: lowest compared OMol25 entry of this formula, charge and spin) = 139.0 kJ/mol
2S+1 = 5

Record 8
Molecular formula: C26H66O13S10
Method: DFT, wB97M-V/def2-TZVPD

```
115
Properties=species:S:1:pos:R:3
C -3.786 -1.077 3.941
S -2.745 0.410 4.031
O -1.808 0.225 2.971
C -3.954 1.649 3.595
H -4.381 -1.219 3.048
H -4.469 -1.078 4.774
H -3.124 -1.949 4.200
H -4.464 1.403 2.650
H -3.445 2.594 3.588
H -4.718 1.732 4.388
C -2.001 -3.248 2.063
S -1.537 -4.310 0.695
O -1.838 -3.464 -0.530
C 0.273 -4.258 0.900
H -1.479 -3.531 2.978
H -3.101 -3.199 2.196
H -1.642 -2.231 1.744
H 0.479 -5.123 1.558
H 0.681 -3.347 1.445
H 0.784 -4.403 -0.076
C -1.220 5.653 2.597
S -1.010 4.916 4.141
O -1.057 3.427 3.990
C 0.713 5.460 4.491
H -1.080 6.726 2.679
H -2.264 5.496 2.283
H -0.534 5.214 1.844
H 0.950 5.011 5.460
H 0.722 6.522 4.489
H 1.323 5.003 3.728
C -5.340 -2.864 -1.707
S -6.265 -2.515 -0.158
O -5.311 -2.755 0.942
C -6.393 -0.662 -0.211
H -5.288 -3.951 -1.806
H -4.364 -2.388 -1.730
H -5.846 -2.476 -2.592
H -5.424 -0.229 0.053
H -7.224 -0.368 0.445
H -6.597 -0.249 -1.241
C 4.096 -2.654 0.387
S 2.575 -1.635 0.141
O 2.798 -0.489 1.052
C 3.037 -1.043 -1.476
H 3.887 -3.208 1.253
H 4.932 -1.993 0.568
H 4.284 -3.351 -0.462
H 3.224 -1.801 -2.223
H 3.920 -0.405 -1.305
H 2.255 -0.375 -1.870
C -1.008 2.382 -4.935
S -0.531 0.635 -5.099
O -0.763 0.177 -6.523
C 1.217 0.904 -4.899
H -1.054 2.566 -3.860
H -2.034 2.423 -5.251
H -0.424 3.089 -5.543
H 1.473 0.901 -3.824
H 1.566 1.813 -5.466
H 1.667 0.006 -5.409
C -0.048 2.116 0.585
S -0.834 1.247 -0.802
O 0.192 1.011 -1.904
C -1.128 -0.398 -0.013
H 0.892 1.526 0.835
H -0.768 1.959 1.399
H 0.102 3.194 0.401
H -0.185 -0.804 0.264
H -1.670 -0.956 -0.802
H -1.721 -0.348 0.956
C 1.211 -0.043 4.006
C 2.659 0.251 4.441
C 3.439 -1.031 4.312
S 2.263 -2.430 4.643
O 2.432 -2.900 5.967
O 2.245 -3.330 3.542
C 0.749 -1.371 4.648
H 1.310 -0.162 2.925
H 0.576 0.863 4.281
H 2.688 0.554 5.494
H 3.020 1.063 3.850
H 4.364 -1.041 4.873
H 3.704 -1.393 3.344
H 0.423 -1.239 5.654
H 0.031 -1.970 4.038
C 3.892 2.832 -2.479
C 3.549 3.900 -3.521
C 3.226 5.171 -2.752
S 2.174 4.650 -1.414
O 0.798 4.700 -1.807
O 2.647 5.231 -0.188
C 2.784 2.889 -1.438
H 4.890 2.933 -2.051
H 3.995 1.883 -3.012
H 2.664 3.515 -4.026
H 4.311 4.106 -4.223
H 2.691 5.879 -3.403
H 4.099 5.609 -2.272
H 1.864 2.328 -1.682
H 3.111 2.645 -0.419
C -1.011 -2.565 -3.873
C -1.023 -4.075 -4.056
C 0.350 -4.547 -4.468
S 1.460 -3.514 -3.336
O 2.728 -3.058 -3.885
O 1.564 -4.204 -2.042
C 0.199 -2.217 -3.020
H -1.912 -2.313 -3.361
H -1.055 -1.993 -4.797
H -1.842 -4.485 -4.660
H -1.185 -4.526 -3.047
H 0.649 -4.406 -5.504
H 0.407 -5.621 -4.205
H 0.625 -1.199 -3.130
H 0.071 -2.404 -1.977
```

Output
Lowest unoccupied orbital energy = 0.243 eV
Relative energy (zero: lowest compared OMol25 entry of this formula, charge and spin) = 30.4 kJ/mol